Here is a cluster of 13 separate species, C43H69N5O22S in total from the Open Molecules 2025 dataset. Energies are from ωB97M-V with the def2-TZVPD basis set.

* gap between HOMO and LUMO: 0.32307 hartree
* HOMO: -9.114 eV
* DFT total energy: -109035.6049 eV

```
140
Properties=species:S:1:pos:R:3:forces:R:3:mulliken_charge:R:1
C -35.3841 32.9620 30.0298 -0.3 1.2 0.3 -0.084
C -34.9883 32.6596 31.4393 0.7 0.3 1.0 0.433
O -35.3083 31.2314 31.5893 0.0 2.0 0.9 -0.357
C -35.4250 30.7195 30.3643 0.5 -2.0 1.0 0.448
O -35.5266 29.5126 30.2084 0.0 2.2 -0.7 -0.452
O -35.3088 31.6978 29.4734 -0.4 -1.5 -2.7 -0.189
H -34.7500 33.6906 29.5248 0.7 -0.5 0.0 0.025
H -36.3551 33.4334 29.8784 -0.6 -0.6 0.3 0.220
H -35.3990 33.3462 32.1796 -0.8 -0.7 0.2 0.391
H -33.9192 32.8182 31.5803 0.2 -0.6 -0.2 -0.535
C -32.1807 26.8972 22.7835 -1.7 0.3 -0.6 1.524
C -33.0254 26.4815 21.5618 -0.1 -1.1 0.5 -0.262
O -32.0156 26.3047 20.5899 0.9 -0.1 -1.2 -0.376
C -30.9252 27.0356 20.9145 0.7 0.4 -0.9 0.531
O -29.9685 27.2967 20.2322 -1.2 -0.8 0.5 -0.577
O -31.0626 27.5034 22.1630 0.3 0.6 0.8 -0.250
H -31.8284 26.1155 23.4566 -0.4 -0.1 -0.2 -0.083
H -32.8464 27.6064 23.2753 0.8 0.3 0.6 -1.085
H -33.7833 27.1683 21.1849 0.4 0.7 0.3 0.245
H -33.5872 25.5580 21.7015 0.5 -0.2 0.1 0.275
C -36.6039 28.6060 24.5890 -1.3 0.5 -0.7 -0.016
C -35.4424 29.0371 23.8086 2.1 -0.2 -0.4 0.764
O -35.6107 28.4682 22.4873 2.0 0.3 1.3 -0.316
C -36.8803 28.1766 22.3388 -1.1 1.2 -2.2 0.661
O -37.3404 28.0325 21.2278 -0.3 -0.7 1.8 -0.602
O -37.5156 28.3315 23.5103 -1.6 -1.0 0.2 -0.370
H -36.9664 29.5162 25.0666 -0.3 -0.6 0.7 0.334
H -36.4394 27.7459 25.2381 -0.3 0.0 -0.1 -0.099
H -34.5509 28.6013 24.2595 0.3 0.5 -0.2 -0.536
H -35.4519 30.1257 23.7549 0.5 -0.1 -0.3 0.094
C -35.2423 27.5370 32.6504 -1.7 -1.3 -0.7 -0.357
C -34.1290 26.7946 31.9165 -1.8 -2.3 -0.2 0.335
O -32.9578 27.5030 32.1198 0.5 2.1 -0.7 -0.088
C -33.2532 28.4955 32.9644 2.5 2.3 2.0 0.573
O -32.4318 29.3104 33.4143 -2.2 -2.1 -1.5 -0.632
O -34.5305 28.4243 33.3594 2.3 2.8 2.6 -0.364
H -35.8275 26.8716 33.2852 0.3 -0.2 0.3 0.356
H -35.9871 28.1660 32.1629 0.1 -0.6 -1.2 0.157
H -34.4975 26.6298 30.9040 1.1 0.0 -0.3 -0.384
H -33.8536 25.8715 32.4266 -0.9 -0.6 -0.4 0.429
C -30.9119 22.1532 27.5468 0.0 -0.2 0.3 -0.226
C -30.2204 23.4500 27.1522 1.2 -2.5 -2.9 -0.200
O -30.8046 24.4327 27.8895 -0.4 2.4 1.0 -0.160
C -31.5604 23.9511 28.8760 -1.0 -0.2 1.2 0.530
O -32.1893 24.5925 29.7176 1.7 -1.8 -2.4 -0.515
O -31.5186 22.5851 28.7509 -1.5 0.0 1.6 -0.428
H -30.2804 21.2854 27.7374 0.5 0.4 0.4 0.367
H -31.6282 21.7202 26.8486 -0.5 0.7 -0.1 0.094
H -30.3631 23.6064 26.0830 -0.2 0.5 0.0 0.182
H -29.1451 23.3011 27.2495 0.1 0.7 0.7 0.328
C -35.3930 23.3844 25.6504 -1.1 0.9 2.7 -0.126
C -34.1877 23.5841 26.5894 0.0 -0.2 0.0 0.358
O -33.1841 23.8017 25.6394 2.0 0.3 -1.6 0.009
C -33.5993 23.5749 24.3701 0.5 -0.6 -1.8 0.430
O -33.0000 23.6953 23.3115 -0.8 0.0 3.0 -0.604
O -34.8577 23.0636 24.4257 0.5 -0.1 -1.0 -0.368
H -35.9210 24.3365 25.5986 -0.2 0.0 -0.2 0.122
H -36.0762 22.6422 26.0635 0.0 -0.2 -0.5 0.386
H -33.9208 22.7363 27.2204 -0.1 -0.4 -0.2 0.338
H -34.1486 24.4406 27.2624 -0.7 0.3 -0.2 -0.507
C -37.2766 25.0012 28.3819 -1.3 -0.7 1.6 -0.105
C -37.3048 26.5030 28.3840 0.8 -0.1 -0.7 0.247
O -38.4424 26.7694 27.5866 0.0 1.7 -0.2 -0.372
C -38.7745 25.7384 26.8211 -3.0 0.0 -1.7 0.679
O -39.6512 25.7870 25.9541 2.9 -0.5 2.4 -0.581
O -38.1124 24.6533 27.2610 0.9 -0.7 -0.5 -0.377
H -37.7769 24.6317 29.2770 -0.2 -0.3 0.0 0.333
H -36.2866 24.5455 28.3985 -0.1 0.1 -0.7 0.083
H -36.3735 26.7421 27.8705 -0.1 1.1 -0.2 -0.139
H -37.4161 27.0602 29.3142 0.2 -0.4 0.0 0.257
C -31.0491 32.7926 31.8951 0.9 0.3 -0.2 -0.961
C -30.3456 33.6466 30.8080 -1.0 -0.1 0.6 -0.717
C -31.2174 33.9689 29.5451 1.1 -1.4 -1.0 -0.433
C -31.4057 32.7535 28.6401 -0.3 -0.9 -0.4 0.179
N -31.6488 31.8305 27.9643 0.6 2.0 1.4 -0.303
H -31.9734 33.3006 32.1700 -0.2 -0.4 -0.1 0.246
H -30.4570 32.7938 32.8103 0.2 0.1 0.0 0.441
H -31.1547 31.7332 31.6610 -0.5 0.1 -0.3 0.165
H -29.3740 33.2742 30.4835 -0.2 -0.5 -0.2 0.377
H -30.0454 34.5487 31.3411 -0.4 0.5 -0.4 0.423
H -30.6320 34.6885 28.9727 -0.2 0.0 -0.3 0.384
H -32.2353 34.3549 29.5987 0.1 0.2 0.9 0.249
C -30.7491 33.4651 23.1096 0.9 -0.7 0.2 -1.423
C -31.2472 32.0775 23.5212 -1.8 0.3 -0.6 -0.092
C -30.7618 30.7927 22.8183 0.9 1.2 -0.7 1.079
C -30.6770 30.7894 21.3318 -0.7 0.4 1.8 -0.030
N -30.6024 30.7526 20.1961 0.1 0.1 -1.2 -0.503
H -30.8247 33.6529 22.0386 -0.2 0.0 0.0 0.381
H -29.6966 33.5549 23.3787 0.1 0.2 0.0 0.332
H -31.2927 34.2202 23.6775 0.0 0.0 -0.1 0.315
H -32.3261 32.1202 23.3724 -0.3 -0.1 0.0 0.245
H -31.1620 31.9457 24.5998 0.4 -0.1 0.0 0.123
H -31.3855 29.9451 23.1024 0.5 -0.1 0.2 -0.478
H -29.7056 30.7660 23.0861 0.1 -1.0 0.4 0.011
C -29.5626 29.2020 30.6014 0.1 -0.4 1.9 -0.324
C -28.4261 28.9722 31.6332 -0.3 0.5 -0.7 -0.788
C -28.8616 28.1455 32.8569 -0.5 -0.9 -0.6 -0.166
C -29.1147 26.7128 32.5440 0.3 -2.0 -0.6 0.235
N -29.2268 25.5763 32.2904 0.1 2.5 0.5 -0.534
H -29.7495 28.2381 30.1282 -0.1 0.3 -0.7 0.273
H -29.3224 30.0652 29.9806 -0.1 -0.4 -0.4 0.250
H -30.4345 29.4253 31.2164 -0.4 0.2 -0.3 -0.112
H -28.1204 29.9556 31.9903 0.2 0.0 0.2 0.415
H -27.6156 28.5703 31.0252 0.4 -0.3 0.7 0.357
H -29.8338 28.5110 33.1877 0.0 0.3 0.2 0.064
H -28.1740 28.1706 33.7023 0.1 0.1 -0.2 0.363
C -28.5837 30.0377 26.7150 0.9 -0.8 1.3 -0.633
C -27.0504 30.1062 26.7590 0.4 1.5 -0.6 -0.710
C -26.5914 31.2226 25.7670 -0.3 0.2 0.2 -0.468
C -27.3969 32.4666 25.9360 -2.0 2.7 0.6 0.393
N -28.0499 33.4396 26.1172 2.3 -3.4 -0.6 -0.571
H -28.7832 29.4016 27.5774 -0.8 -0.4 -0.3 0.137
H -28.8871 29.5895 25.7688 -0.3 0.0 0.2 0.245
H -29.1174 30.9663 26.9174 0.3 0.1 -0.3 0.245
H -26.5820 29.1494 26.5284 -0.2 0.0 -0.6 0.411
H -26.5809 30.3203 27.7192 -0.7 0.3 0.4 0.342
H -26.7271 30.8410 24.7551 0.0 0.3 -0.1 0.256
H -25.5631 31.5622 25.8906 0.2 -0.4 0.0 0.386
C -36.9125 34.5192 25.7601 0.7 1.7 0.0 -1.250
C -35.7826 34.9008 26.7178 0.4 -1.4 -0.9 -0.318
C -34.4713 34.1162 26.3904 0.0 1.1 0.2 -0.102
C -34.6123 32.6844 26.2391 0.1 0.7 0.7 -0.020
N -34.7703 31.5661 26.0909 -0.2 -1.1 -0.2 -0.101
H -37.7939 35.1162 25.9942 -0.4 -0.7 0.4 0.392
H -37.0236 33.4349 25.7655 -0.4 0.2 -0.3 0.326
H -36.6498 34.9689 24.8025 0.1 -0.8 -0.5 0.316
H -36.0982 34.5931 27.7147 0.2 0.5 0.2 -0.001
H -35.4538 35.9374 26.6442 -0.6 0.1 0.3 0.429
H -33.7938 34.4601 27.1720 0.4 -0.8 0.2 -0.057
H -33.9632 34.4325 25.4795 -0.4 0.4 -0.3 0.481
C -33.1989 27.4952 28.4176 -1.2 0.7 -1.2 -0.662
S -32.4026 27.2695 26.7584 0.9 0.2 0.3 0.453
O -33.3660 26.7218 25.7383 -0.5 0.6 0.8 -0.518
C -32.1256 29.0651 26.4147 0.2 -0.9 0.5 0.445
H -33.9036 28.3029 28.2199 -0.1 0.2 0.3 0.513
H -32.5361 27.7967 29.2287 0.3 -0.3 -0.3 0.333
H -33.8315 26.6473 28.6802 0.6 -0.4 -0.1 -0.171
H -31.1969 29.3226 26.9238 0.1 -0.1 -0.1 0.027
H -32.8737 29.7480 26.8174 -0.3 -0.2 -0.5 0.052
H -31.9631 29.0944 25.3373 -0.2 0.2 0.0 -0.461
```
Positions in Å, forces in eV/Å.